Molecular formula: C63H92Cl2N9O4P
Method: DFT, ωB97M-V/def2-TZVPD

## Properties
SMILES   COCCCCCCCCCC[PH](OC[C@H](C)C(C)C)(OC(=O)c1ccccc1)[C@@H](Cl)[C@H](C)Cl.c1cc[nH]c1.c1cc[nH]c1.c1cc[nH]c1.c1cc[nH]c1.c1cc[nH]c1.c1cc[nH]c1.c1cc[nH]c1.c1cc[nH]c1.c1cc[nH]c1
HOMO energy   -8.10 eV
HOMO-LUMO gap   8.12 eV

Positions of all 171 atoms, in Å:
C (4.0326, 4.0484, 0.2848)
O (2.6312, 4.0206, 0.4202)
C (1.9405, 4.5126, -0.7055)
C (1.9123, 3.5307, -1.8839)
C (0.5160, 3.3329, -2.5016)
C (0.0463, 1.8947, -2.2859)
C (-1.4503, 1.6525, -2.5437)
C (-2.1490, 0.8773, -1.4024)
C (-2.4320, -0.5847, -1.7204)
C (-1.1722, -1.4195, -2.0364)
C (-0.6062, -2.0387, -0.7558)
C (0.5917, -2.9778, -0.9370)
P (2.2585, -2.3089, -1.3058)
O (2.7853, -3.9413, -1.4791)
C (4.1059, -4.2733, -1.0904)
C (4.1001, -5.1752, 0.1404)
C (3.9471, -4.3708, 1.4334)
C (5.3207, -6.1337, 0.1769)
C (6.6029, -5.4867, -0.3606)
C (5.6327, -6.6543, 1.5888)
O (1.8078, -0.6136, -1.0836)
C (2.3308, 0.0412, -0.0393)
O (3.4102, 0.5359, -0.0963)
C (1.5287, 0.1713, 1.2047)
C (1.1488, 1.4414, 1.6545)
C (0.4364, 1.5636, 2.8509)
C (0.1057, 0.4457, 3.6156)
C (0.4817, -0.8231, 3.1656)
C (1.1828, -0.9487, 1.9648)
C (2.7772, -1.9525, -3.0739)
Cl (1.3369, -2.0044, -4.1186)
C (3.5564, -0.6657, -3.3004)
C (3.9505, -0.5109, -4.7700)
Cl (5.0707, -0.7264, -2.3683)
H (4.3651, 3.4208, -0.5401)
H (4.4150, 5.0613, 0.1432)
H (4.4481, 3.6542, 1.2052)
H (2.3656, 5.4695, -1.0160)
H (0.9274, 4.7041, -0.3657)
H (2.5664, 3.9126, -2.6663)
H (2.3375, 2.5854, -1.5593)
H (0.5827, 3.5100, -3.5706)
H (-0.2142, 3.9936, -2.0411)
H (0.6228, 1.2124, -2.9049)
H (0.2672, 1.6271, -1.2559)
H (-1.9669, 2.5898, -2.7362)
H (-1.5512, 1.0436, -3.4391)
H (-3.1206, 1.3489, -1.2390)
H (-1.6157, 0.9725, -0.4587)
H (-3.1725, -0.6732, -2.5104)
H (-2.8709, -1.0246, -0.8247)
H (-1.4310, -2.2415, -2.6976)
H (-0.4328, -0.7709, -2.4879)
H (-1.4130, -2.6727, -0.3787)
H (-0.4461, -1.2896, 0.0089)
H (0.7273, -3.5335, -0.0126)
H (0.3589, -3.7045, -1.7074)
H (3.1464, -2.1257, -0.2437)
H (4.5461, -4.8474, -1.9066)
H (4.7457, -3.3976, -0.9578)
H (3.2006, -5.7771, 0.0328)
H (4.8810, -3.9444, 1.7888)
H (3.2403, -3.5535, 1.3025)
H (3.5359, -4.9990, 2.2179)
H (5.0716, -7.0227, -0.4011)
H (7.4486, -6.1340, -0.1593)
H (6.5486, -5.3383, -1.4329)
H (6.7331, -4.5268, 0.1325)
H (6.0920, -5.8552, 2.1639)
H (6.3982, -7.4173, 1.4868)
H (4.7623, -7.0571, 2.0937)
H (1.4251, 2.3223, 1.0986)
H (0.1533, 2.5414, 3.2107)
H (-0.4226, 0.5291, 4.5512)
H (0.2604, -1.7171, 3.7239)
H (1.4658, -1.9356, 1.6216)
H (3.3947, -2.7738, -3.4055)
H (2.9937, 0.2154, -3.0205)
H (4.5617, 0.3778, -4.8923)
H (3.0826, -0.4020, -5.4067)
H (4.5694, -1.3524, -5.0685)
C (-1.8998, 7.9267, 0.4628)
C (-2.0634, 7.8633, -0.9496)
C (-1.9778, 6.5464, -1.3066)
N (-1.7659, 5.8107, -0.1726)
C (-1.7186, 6.6463, 0.9124)
H (-1.9134, 8.8116, 1.0765)
H (-2.2262, 8.6889, -1.6212)
H (-2.0500, 6.0686, -2.2694)
H (-1.6577, 4.8136, -0.1410)
H (-1.5605, 6.2599, 1.9045)
C (-7.5436, 6.4425, -0.6657)
C (-6.1959, 6.4849, -0.2088)
C (-5.4846, 5.5822, -0.9511)
N (-6.3473, 4.9959, -1.8358)
C (-7.6038, 5.5135, -1.6700)
H (-8.3711, 7.0284, -0.3002)
H (-5.7918, 7.1085, 0.5720)
H (-4.4425, 5.3153, -0.9243)
H (-6.0972, 4.2930, -2.5062)
H (-8.4266, 5.1809, -2.2787)
C (-7.2462, -1.0713, -1.1132)
C (-6.6659, -2.3416, -0.8461)
C (-5.6444, -2.1439, 0.0433)
N (-5.5844, -0.8063, 0.3225)
C (-6.5572, -0.1456, -0.3767)
H (-8.0744, -0.8633, -1.7693)
H (-6.9657, -3.2897, -1.2595)
H (-4.9583, -2.8369, 0.4992)
H (-4.9245, -0.3745, 0.9422)
H (-6.6754, 0.9209, -0.2898)
C (1.5599, -7.7159, -0.7808)
C (0.9116, -6.6411, -1.4513)
C (-0.3077, -6.4673, -0.8551)
N (-0.4219, -7.3944, 0.1479)
C (0.7115, -8.1564, 0.2016)
H (2.5374, -8.1169, -0.9942)
H (1.3018, -6.0623, -2.2711)
H (-1.1023, -5.7682, -1.0543)
H (-1.2169, -7.4996, 0.7502)
H (0.8170, -8.9434, 0.9289)
C (4.6903, -7.7098, 6.6065)
C (3.4231, -7.6066, 5.9705)
C (3.5023, -6.5792, 5.0692)
N (4.7652, -6.0583, 5.1373)
C (5.4958, -6.7420, 6.0694)
H (4.9763, -8.4144, 7.3689)
H (2.5551, -8.2171, 6.1542)
H (2.7720, -6.1765, 4.3881)
H (5.1032, -5.2921, 4.5853)
H (6.5213, -6.4835, 6.2690)
C (-8.4795, 6.4227, 4.7869)
C (-8.2332, 7.6569, 4.1283)
C (-7.7904, 7.3645, 2.8632)
N (-7.7512, 6.0075, 2.7373)
C (-8.1714, 5.4252, 3.9002)
H (-8.8398, 6.2851, 5.7921)
H (-8.3807, 8.6432, 4.5381)
H (-7.5010, 8.0038, 2.0457)
H (-7.4567, 5.5161, 1.9100)
H (-8.2160, 4.3543, 3.9983)
C (-0.4875, -13.0791, -1.5697)
C (0.5361, -13.3011, -2.5301)
C (1.0606, -12.0786, -2.8549)
N (0.3947, -11.1284, -2.1319)
C (-0.5478, -11.7297, -1.3445)
H (-1.1062, -13.8242, -1.0987)
H (0.8503, -14.2485, -2.9344)
H (1.8477, -11.8052, -3.5363)
H (0.5714, -10.1392, -2.1692)
H (-1.1777, -11.1475, -0.6942)
C (8.3406, 4.5434, -2.3672)
C (7.0613, 5.1574, -2.4584)
C (6.1461, 4.1610, -2.6680)
N (6.8220, 2.9721, -2.7143)
C (8.1588, 3.1965, -2.5328)
H (9.2845, 5.0356, -2.2041)
H (6.8407, 6.2087, -2.3797)
H (5.0775, 4.1958, -2.7930)
H (6.4015, 2.0721, -2.8613)
H (8.8627, 2.3824, -2.5362)
C (-5.3270, 12.0515, 2.1555)
C (-5.7919, 12.6259, 3.3696)
C (-6.4726, 11.6491, 4.0471)
N (-6.4380, 10.5110, 3.2914)
C (-5.7414, 10.7459, 2.1386)
H (-4.7542, 12.5401, 1.3854)
H (-5.6429, 13.6381, 3.7057)
H (-6.9752, 11.6674, 4.9989)
H (-6.8599, 9.6334, 3.5426)
H (-5.5977, 9.9680, 1.4075)